1.
ORCA calculation (ωB97M-V/def2-TZVPD) on a structure of composition C8H25N4O4PRb.

Structure (XYZ):
```
43
Properties=species:S:1:pos:R:3:forces:R:3
Rb -0.2727 -0.2338 3.0099 -0.21 -0.30 -0.84
O 0.7701 -2.1813 1.1816 2.00 -1.38 0.74
H 1.6904 -2.5843 1.3101 -1.89 0.93 -0.19
O -1.0217 -3.9218 2.0552 0.75 -0.24 -0.98
H -1.0519 -3.6325 2.9503 -0.22 0.18 1.15
O -1.2322 1.1417 -0.0143 -0.09 0.05 0.40
P -0.7006 0.3717 -1.1476 0.44 -0.37 -0.86
N 0.8476 -0.1481 -0.9994 0.86 -1.03 0.08
C 1.8317 0.7737 -0.4829 1.40 1.04 -2.68
C 1.3771 -1.4069 -1.6229 0.81 1.22 1.28
N -0.6233 1.2862 -2.5399 -0.23 1.11 -0.15
C -1.6150 2.2941 -2.8794 0.61 0.06 0.63
C 0.4203 1.1531 -3.5131 1.25 0.68 -0.71
N -1.6059 -0.9127 -1.6688 0.74 -1.12 -0.33
C -1.6747 -2.2205 -0.9430 -0.62 1.73 1.52
C -2.0429 -0.9716 -3.0644 0.57 -3.09 0.03
H 2.5119 1.2386 -1.3656 -1.34 -0.99 1.37
H 2.5575 0.2982 0.1410 0.14 -0.41 0.81
H 1.4042 1.6596 -0.0352 -0.34 -0.13 0.44
H 1.7108 -2.1711 -0.8796 -0.81 0.74 -0.26
H 2.2798 -1.1443 -2.2020 -0.34 0.08 -0.18
H 0.6026 -1.7646 -2.2611 -0.32 -0.63 -0.52
H -1.1128 3.2276 -3.1741 0.00 -0.08 0.04
H -2.1503 1.9336 -3.7738 -0.57 0.39 0.40
H -2.1993 2.5298 -1.9610 -0.07 -0.38 -0.97
H 0.0520 1.1710 -4.5780 -0.07 -0.15 0.89
H 1.1336 2.0618 -3.4492 -0.73 -1.36 -0.09
H 0.9823 0.2031 -3.3745 -0.28 0.92 -0.14
H -1.2226 -2.1734 0.0784 -0.12 0.31 -0.87
H -2.7400 -2.3875 -0.7897 -0.08 -0.54 -0.09
H -1.1941 -3.0659 -1.3986 0.25 -0.20 -0.80
H -2.9805 -1.5625 -3.0151 0.09 0.65 -0.44
H -1.3646 -1.6533 -3.7678 -0.84 1.40 1.33
H -2.1463 -0.0025 -3.4955 -0.33 0.24 -0.30
O -0.3739 2.0004 4.6058 0.13 0.08 0.18
C 0.7124 1.7197 5.1746 1.22 -1.10 -0.41
N 1.3895 0.5692 4.9664 -2.46 1.24 -0.85
C 1.2305 2.7366 6.2020 -1.34 0.04 -1.11
H -0.1602 -3.4555 1.7415 -0.70 0.36 -0.29
H 2.1884 0.4717 5.5087 1.72 0.24 1.28
H 2.2820 2.7110 6.3739 0.84 0.43 -0.25
H 0.7938 2.3407 7.0692 -0.65 -0.35 1.75
H 0.7170 3.7008 6.0277 0.84 -0.27 -0.01
```
Forces are in eV/Å.

Computed properties:
Net charge: -1
Largest force on an atom (eV/Å): 3.19
Energy relative to the best compared isomer or geometry (same formula, charge and spin) (kcal per mole): 0.0
LUMO level (eV): 2.6

---

2.
ORCA calculation (ωB97M-V/def2-TZVPD) on a structure of composition C8H26AgN7O5.

Structure (XYZ):
```
47
Properties=species:S:1:pos:R:3:forces:R:3
Ag -1.1762 0.7093 0.3045 -0.44 0.58 0.85
C -3.4937 1.9049 2.1184 -0.51 0.32 0.02
O -2.3002 2.2942 1.5806 1.06 -0.40 -0.01
H -3.8756 2.6123 2.8858 0.16 -0.05 0.12
H -4.3235 1.8875 1.3781 0.10 -0.20 -0.08
H -3.4962 0.9068 2.6046 0.03 -0.06 0.02
C 3.0112 -0.4100 2.3500 0.58 -0.51 -0.48
C 1.9491 -0.5612 1.2644 -0.38 1.18 0.67
C 2.0499 -1.8721 0.5381 -0.18 0.09 -0.56
O 3.0743 -1.7586 -0.4177 0.66 -0.14 -0.07
C 3.1606 -2.8751 -1.2994 -0.77 0.85 0.83
N 0.5887 -0.3758 1.8233 0.20 -0.31 0.16
H 2.8424 -1.1693 3.1180 0.04 0.16 0.18
H 3.0621 0.5873 2.7845 -0.35 0.01 0.08
H 4.0031 -0.5912 1.9216 -0.06 -0.08 0.02
H 2.0623 0.2647 0.5583 0.11 -0.22 -0.26
H 1.1142 -2.0733 -0.0038 -0.16 -0.09 0.30
H 2.2576 -2.6692 1.2673 -0.06 -0.20 -0.15
H 2.2030 -2.9316 -1.8328 0.17 -0.27 -0.25
H 3.2974 -3.7864 -0.7113 0.25 -0.17 -0.27
H 3.9776 -2.6486 -1.9738 0.09 -0.32 -0.09
H 0.3287 -1.1935 2.3724 -0.06 -0.06 -0.16
H 0.6631 0.3590 2.5210 -0.24 0.20 -0.15
C 0.9906 3.0830 0.3116 0.10 0.76 1.60
O 0.3574 2.3925 -0.4548 0.04 -0.14 -1.08
N 1.9840 3.9502 -0.1010 -0.20 -0.30 -0.72
N 0.7349 3.1255 1.6552 0.71 -0.29 -0.30
H 2.7286 4.2827 0.4818 -0.14 0.00 0.17
H 2.1422 3.9350 -1.0930 0.25 -0.08 0.03
H 1.4039 3.5805 2.2476 -0.34 0.22 0.17
H -0.1564 2.8017 2.0117 -0.53 -0.12 -0.12
C -2.2443 -2.5627 -0.5521 0.09 0.04 0.09
O -2.0403 -1.3614 -0.4431 -0.29 -0.50 -0.34
N -2.8030 -3.3027 0.4437 0.11 -0.06 0.10
N -1.8976 -3.2482 -1.6859 0.18 0.05 -0.09
H -2.9587 -4.2886 0.3528 -0.16 0.03 -0.07
H -3.2391 -2.8139 1.2053 0.16 0.06 0.04
H -1.9339 -4.2457 -1.7742 -0.23 -0.01 0.05
H -1.7745 -2.7043 -2.5205 0.12 0.01 0.02
C -1.7761 1.4686 -2.7032 -0.95 -0.54 -0.97
O -2.3494 1.7202 -1.6641 0.49 0.16 0.03
N -1.4101 0.1735 -3.0488 0.26 -0.14 0.20
N -1.6506 2.3831 -3.7214 -0.09 -0.44 0.95
H -1.2068 -0.4113 -2.2490 -0.21 0.00 0.04
H -0.8471 -0.0033 -3.8635 0.17 0.25 0.08
H -1.8094 3.3217 -3.4025 0.09 0.21 -0.55
H -1.2240 2.1137 -4.5849 0.15 0.49 -0.08
```
Forces are in eV/Å.

Computed properties:
Largest force on an atom (eV/Å): 1.78
Energy relative to the best compared isomer or geometry (same formula, charge and spin) (kcal per mole): 21.1
LUMO level (eV): 0.3

---

3.
ORCA calculation (ωB97M-V/def2-TZVPD) on a cluster of 15 separate species, C8H26B2O29 in total.

Structure (XYZ):
```
65
Properties=species:S:1:pos:R:3:forces:R:3
O 1.2132 -3.0771 -1.0464 0.40 -0.01 -0.19
C 1.0323 -1.9519 -0.6837 -0.22 -0.15 0.42
O 0.8831 -1.5655 0.5658 -0.11 0.05 0.24
B 0.6548 -0.1151 0.6164 -0.14 0.23 0.22
O 0.5651 0.3072 -0.8107 0.53 -0.12 0.70
C 0.8969 -0.7142 -1.5630 -0.56 0.34 -0.59
O 1.0135 -0.6991 -2.7580 0.17 0.02 -0.07
O 1.7721 0.5218 1.3491 0.33 0.17 -0.63
C 1.3266 1.3126 2.2909 -0.11 -0.51 0.58
O 1.9980 1.9708 3.0362 0.08 0.06 0.12
C -0.2054 1.1029 2.3781 0.20 0.27 -1.04
O -0.5300 0.2767 1.3916 -0.19 -0.21 -0.11
O -0.9663 1.6339 3.1221 -0.17 -0.13 0.48
O -4.1620 -0.3764 -4.1505 0.04 -0.12 -0.27
C -3.5634 0.0074 -3.1906 -0.23 0.31 0.04
O -3.6380 1.2167 -2.6590 0.25 -0.06 0.20
B -2.8446 1.2518 -1.4217 -0.11 0.28 0.00
O -2.2219 -0.0856 -1.3042 -0.03 0.03 -0.12
C -2.6203 -0.8343 -2.3138 -0.05 -0.18 -0.07
O -2.3369 -1.9823 -2.5231 0.11 0.21 0.13
O -1.8675 2.3493 -1.3643 -0.43 -0.13 -0.11
C -2.1200 3.1316 -0.3329 1.03 -0.39 0.21
O -1.4268 4.0541 0.0012 -0.63 0.09 0.10
C -3.3138 2.5133 0.4566 0.40 0.14 -0.82
O -3.7350 1.5042 -0.2609 -0.33 -0.37 0.35
O -3.7329 2.8747 1.5184 -0.34 0.02 0.13
O -2.9895 -1.4867 2.1474 -0.04 0.01 0.09
H -2.1951 -2.0257 2.0847 0.00 0.04 -0.10
H -2.7433 -0.6563 1.7230 0.03 -0.07 -0.06
O 4.3770 -3.0170 -2.3014 0.15 0.04 0.29
H 5.2259 -3.0330 -1.8489 -0.02 -0.01 -0.06
H 3.8917 -2.2896 -1.8947 -0.03 -0.09 0.04
O 2.6109 -5.2056 0.1516 0.25 -0.05 0.30
H 2.3486 -4.2740 0.2117 -0.18 -0.23 -0.32
H 1.9909 -5.6703 0.7235 -0.05 0.06 -0.06
O 1.0296 2.9859 5.5597 0.23 -0.18 0.18
H 1.4753 2.3773 4.9494 -0.21 0.31 -0.11
H 0.7591 2.4422 6.3052 -0.09 0.02 -0.06
O 1.7630 3.0043 -1.7599 0.24 -0.08 0.18
H 1.2786 2.1956 -1.5528 -0.10 0.12 -0.08
H 1.9774 3.3803 -0.8944 -0.19 0.10 -0.04
O -0.6500 0.9702 -4.4763 -0.05 -0.20 0.01
H -1.2073 0.3652 -4.9763 0.01 -0.01 -0.02
H -0.0064 0.3974 -4.0295 -0.08 0.18 0.00
O 2.7775 -2.2204 -4.4866 0.07 0.19 0.04
H 2.1910 -1.6295 -3.9818 0.21 -0.44 -0.13
H 3.3975 -2.6061 -3.8467 -0.34 0.14 -0.32
O -3.7893 1.6130 4.3695 -0.17 -0.23 0.16
H -3.0828 1.3558 3.7653 0.07 0.12 0.03
H -4.5458 1.7654 3.7956 0.11 0.08 -0.10
O 1.1356 4.5889 1.0169 -0.12 -0.39 -0.09
H 0.2268 4.3490 0.7463 0.32 0.32 0.09
H 1.2107 4.3037 1.9345 -0.04 0.08 -0.02
O -2.0737 4.2764 3.2909 0.05 0.19 -0.04
H -2.6548 3.8394 2.6469 0.11 0.19 0.18
H -1.4576 3.5828 3.5462 -0.04 0.04 0.15
O 4.9910 1.5832 2.6177 0.28 -0.15 0.11
H 5.4489 0.9368 2.0727 -0.09 0.01 -0.02
H 4.1982 1.1343 2.9337 -0.17 0.25 -0.15
O 1.1267 -6.4055 -2.0385 0.18 -0.13 0.06
H 1.8439 -5.9675 -1.5518 -0.12 0.09 0.05
H 1.5549 -7.1144 -2.5258 -0.02 0.06 -0.06
O -1.3838 -4.4799 -1.5090 -0.14 0.24 0.17
H -0.4255 -4.4204 -1.5880 -0.05 -0.13 -0.10
H -1.6964 -3.5729 -1.6740 0.09 -0.33 -0.09
```
Forces are in eV/Å.

Computed properties:
Net charge: -2
Largest force on an atom (eV/Å): 1.12
Energy relative to the best compared isomer or geometry (same formula, charge and spin) (kcal per mole): 0.0
LUMO level (eV): 3.5

---

4.
ORCA calculation (ωB97M-V/def2-TZVPD) on a structure of composition C8H26CaN8O6.

Structure (XYZ):
```
49
Properties=species:S:1:pos:R:3:forces:R:3
Ca 14.4970 -1.2274 -3.8300 -0.01 -0.13 0.24
C 13.2096 -2.6727 2.3903 1.36 0.45 2.11
C 12.1238 -2.5634 1.4404 -0.10 -0.13 -3.35
O 12.4298 -3.0385 0.1687 0.13 -0.25 -0.17
H 13.6139 -3.6722 2.5508 -0.12 -0.06 -0.09
H 12.8224 -2.2699 3.3262 0.04 -0.28 0.59
H 14.0206 -1.9780 2.1718 0.25 -0.21 -0.43
H 11.9730 -1.4971 1.2717 -0.80 0.62 0.50
H 11.2118 -3.0465 1.7908 -0.47 0.06 0.28
C 19.5774 1.4997 -7.9340 -0.31 1.58 -0.59
C 18.1633 1.3009 -8.4485 -1.01 -1.89 1.34
O 17.2894 0.8130 -7.4747 0.19 0.65 -0.11
H 20.1869 0.6197 -7.7288 -0.30 0.10 0.18
H 19.4650 2.2142 -7.1186 0.24 -0.57 0.75
H 20.0578 2.1631 -8.6532 0.63 -0.33 -0.48
H 18.1340 0.5720 -9.2584 0.35 -0.28 -0.69
H 17.7976 2.2196 -8.9071 -0.12 0.60 -0.04
C 18.1220 -5.5868 -1.5015 -2.38 1.89 -1.69
O 17.8018 -4.5307 -2.0415 0.63 0.32 0.10
N 18.8264 -6.5448 -2.0574 2.16 -2.37 -0.46
N 17.5003 -6.0136 -0.3997 -0.67 0.01 1.96
H 18.8157 -7.3765 -1.4844 0.56 -0.22 -0.90
H 19.3379 -6.5229 -2.9280 -0.24 0.37 0.41
H 17.8353 -6.8161 0.1138 -0.49 0.40 0.12
H 16.7166 -5.4467 -0.1089 0.31 -0.28 0.39
C 15.0941 4.0654 -0.7039 1.53 -1.90 -2.22
O 15.2262 2.9046 -1.0193 0.06 -1.62 -0.33
N 15.6483 5.0683 -1.3317 1.82 2.74 -2.82
N 14.4597 4.4956 0.3066 -3.88 0.51 5.66
H 16.0500 4.8805 -2.2391 -0.13 0.26 0.15
H 15.2305 5.9683 -1.1434 0.56 0.02 -0.59
H 14.2820 5.4680 0.5140 0.16 -0.47 0.03
H 14.0710 3.7872 0.9125 -0.14 0.36 0.02
C 9.6123 2.2442 -5.0326 0.55 -3.16 -0.81
O 10.3416 1.2750 -4.8608 0.29 0.27 0.52
N 8.3201 2.2287 -5.1580 -5.68 -2.16 0.70
N 9.9180 3.4329 -5.3992 4.93 6.15 -1.17
H 7.8420 3.0734 -5.4374 -0.17 -0.77 0.09
H 7.8006 1.3629 -5.1330 0.10 0.26 0.23
H 9.2829 4.2124 -5.4951 0.16 -0.52 0.11
H 10.8748 3.6743 -5.6143 -0.06 -0.14 0.34
C 13.0160 -4.6469 -8.4523 0.77 -0.03 3.65
O 13.4037 -4.5457 -7.2904 -0.05 -0.91 0.76
N 13.2318 -3.6580 -9.2503 -0.20 3.09 -4.31
N 12.3857 -5.7087 -8.9593 -0.22 -0.85 -0.15
H 13.5172 -2.7275 -8.9805 0.06 -0.57 0.45
H 12.7613 -3.7039 -10.1428 0.35 0.33 -0.09
H 12.2372 -6.4134 -8.2512 -0.52 -0.15 -0.63
H 11.8536 -5.5608 -9.8049 -0.13 -0.78 0.42
```
Forces are in eV/Å.

Computed properties:
Largest force on an atom (eV/Å): 7.97
Energy relative to the best compared isomer or geometry (same formula, charge and spin) (kcal per mole): 335.1
LUMO level (eV): -3.0